Record 1
The following is a DFT calculation (the ωB97M-V functional and the def2-TZVPD basis) of C26H16CrF5N7O4Se as an isolated structure in a non-equilibrium geometry.

The HOMO energy (alpha / beta) is -10.993 / -10.887 eV. The net charge is +1. The spin multiplicity is 2. The calculation puts the HOMO-LUMO gap (alpha / beta) at 7.003 / 6.472 eV.

Geometry as XYZ:
```
60
Properties=species:S:1:pos:R:3:forces:R:3:mulliken_charge:R:1
Cr -2.135 0.023 0.815 2.09 1.61 -2.02 0.69
C -3.375 4.081 0.994 0.10 -0.07 0.03 -0.76
C -2.180 4.802 0.994 -0.08 -0.27 -0.04 -0.48
C -1.007 4.120 1.201 -0.21 -0.27 -0.07 -0.53
C -1.035 2.726 1.397 -1.02 0.59 0.01 0.36
N -2.194 2.027 1.337 0.98 0.39 0.44 0.32
C -3.330 2.713 1.163 -0.43 0.14 -0.06 -0.25
N 0.145 2.177 1.750 1.28 -0.89 0.39 -0.32
C 0.442 0.933 1.853 -0.21 1.39 0.14 -1.15
N -0.318 -0.166 1.503 -0.97 0.01 0.12 0.64
C 0.409 -1.295 1.789 -0.35 -0.99 0.29 -0.29
N -0.002 -2.516 1.875 1.24 0.52 0.05 -0.39
C -1.131 -3.151 1.576 -0.85 -0.40 -0.33 0.78
C -1.487 -4.298 2.316 -0.05 0.12 -0.15 -0.82
C -2.575 -5.054 1.956 -0.02 0.36 -0.18 -0.30
C -3.335 -4.679 0.841 0.10 0.08 -0.06 -0.81
C -2.971 -3.566 0.135 -0.33 -0.28 0.05 0.09
N -1.913 -2.820 0.507 0.20 -1.16 0.54 0.60
C 1.747 -0.913 2.246 0.32 0.89 0.13 0.32
C 2.857 -1.646 2.620 -0.10 0.01 0.00 -0.42
C 3.936 -0.948 3.155 -0.11 -0.17 -0.02 -0.67
C 3.893 0.430 3.326 -0.11 0.18 -0.01 -0.70
C 2.792 1.174 2.920 -0.12 -0.10 -0.10 -0.25
C 1.733 0.484 2.363 0.38 -0.82 0.05 0.88
H -4.322 4.580 0.874 -0.14 -0.02 0.00 0.44
H -2.182 5.872 0.854 0.00 0.11 -0.01 0.46
H -0.047 4.610 1.233 0.05 0.00 0.07 0.50
H -4.246 2.133 1.174 0.03 0.00 -0.07 0.43
H -0.852 -4.562 3.146 0.05 0.00 0.04 0.53
H -2.848 -5.933 2.518 0.03 -0.08 0.09 0.43
H -4.188 -5.253 0.525 -0.11 -0.05 -0.05 0.44
H -3.514 -3.220 -0.733 0.02 0.03 -0.03 0.45
H 2.884 -2.718 2.512 -0.03 -0.13 0.02 0.54
H 4.812 -1.492 3.472 0.08 -0.04 0.01 0.44
H 4.720 0.938 3.797 0.14 0.01 -0.01 0.45
H 2.746 2.243 3.051 0.02 0.14 -0.03 0.57
F 5.488 -0.249 -5.493 -0.21 0.06 0.23 -0.27
C 4.591 -0.050 -4.535 -0.12 0.03 0.16 0.59
C 4.764 0.988 -3.617 -0.09 -0.01 0.11 0.08
F 5.827 1.783 -3.696 -0.06 -0.11 -0.06 -0.27
C 3.818 1.178 -2.620 -0.16 0.09 0.07 0.29
F 3.959 2.166 -1.734 0.37 -0.12 -0.39 -0.27
C 2.695 0.357 -2.509 -0.08 0.02 0.18 -0.06
Se 1.442 0.614 -1.127 0.62 -0.09 -0.37 0.10
C 2.542 -0.667 -3.443 -0.03 0.09 0.09 0.42
F 1.451 -1.439 -3.357 0.33 -0.10 -0.33 -0.21
C 3.472 -0.881 -4.448 -0.13 0.00 0.12 -0.15
F 3.303 -1.872 -5.322 0.07 0.12 0.02 -0.28
N -1.316 0.403 -3.186 0.08 -0.26 -0.09 -0.26
C -1.673 1.309 -2.269 -0.21 0.12 -0.26 0.38
N -2.370 2.386 -2.686 -0.08 0.09 -0.06 -0.42
O -1.351 1.196 -1.067 -0.72 -0.44 1.03 -0.05
H -1.649 0.433 -4.135 0.04 0.09 0.04 0.21
H -0.864 -0.441 -2.854 -0.06 0.09 0.06 0.17
H -2.572 2.547 -3.655 0.03 0.01 -0.05 0.18
H -2.556 3.130 -2.035 0.05 -0.10 0.09 0.19
O -3.627 -0.445 1.017 -0.37 0.16 -0.15 -0.13
O -4.723 -0.989 1.224 -1.27 -0.76 0.39 -0.75
O -0.981 -1.703 -1.263 -0.53 -0.47 0.18 -0.58
C -1.597 -1.585 -0.245 0.66 0.66 -0.21 -0.09
```
Positions in Å, forces in eV/Å.

***

Record 2
The following is a DFT calculation (the ωB97M-V functional and the def2-TZVPD basis) of C19H40HoNP3Se as an isolated structure in a non-equilibrium geometry.

The HOMO energy (alpha / beta) is -16.522 / -16.526 eV. The net charge is +3. For the energy above the lowest of the compared OMol25 structures with the same formula, charge and spin, the calculation gives 28.3 kcal per mole. The spin multiplicity is 5. The calculation puts the HOMO-LUMO gap (alpha / beta) at 6.304 / 6.522 eV.

Geometry as XYZ:
```
65
Properties=species:S:1:pos:R:3:forces:R:3:mulliken_charge:R:1
Ho -0.358 -1.611 -0.692 0.56 2.99 0.69 0.75
P 0.075 1.354 1.009 0.22 0.74 0.07 0.91
P -2.876 0.137 -0.503 -0.86 0.19 -0.84 0.83
P 2.585 -0.625 -0.679 1.01 0.01 -0.59 0.84
H -1.442 -3.323 -4.691 0.10 -0.65 0.27 0.31
C -0.727 -3.943 -4.131 0.16 0.46 0.56 -0.70
C -0.409 -3.570 -2.872 -0.81 -0.11 -0.33 0.14
H -1.156 -2.848 -2.399 0.56 -0.61 -0.77 -0.06
C 0.321 3.047 0.320 0.04 -0.07 -0.33 -1.49
C -1.197 1.763 2.276 -0.28 -0.30 -0.03 -1.09
C 1.536 1.281 2.121 0.03 -0.18 0.03 -1.08
C -3.490 -0.691 -2.019 -0.04 -0.14 -0.09 -1.23
C -4.342 -0.016 0.598 0.25 -0.30 0.31 -1.31
C -3.086 1.911 -0.996 0.45 0.19 -0.02 -1.08
C 2.938 -1.555 -2.215 0.09 -0.13 0.00 -1.17
C 4.001 -1.154 0.380 -0.56 -0.32 0.35 -1.27
C 3.249 1.041 -1.133 -0.45 0.25 -0.17 -1.11
H -0.313 -4.825 -4.658 0.04 0.78 0.51 0.28
H 0.321 -4.092 -2.244 -0.30 -0.03 -0.06 0.34
H 0.454 3.773 1.139 -0.06 -0.31 -0.28 0.49
H -0.547 3.344 -0.284 0.21 -0.01 0.16 0.33
H 1.208 3.076 -0.327 -0.22 0.01 0.16 0.31
H -0.933 2.709 2.778 -0.09 -0.40 -0.20 0.50
H -1.230 0.960 3.023 -0.08 0.20 -0.05 0.22
H -2.201 1.859 1.839 0.32 0.03 0.18 0.26
H 1.445 2.045 2.909 0.09 -0.26 -0.29 0.49
H 2.458 1.457 1.555 -0.23 -0.02 0.23 0.29
H 1.599 0.290 2.584 0.12 0.19 0.03 0.20
H -4.579 -0.580 -2.061 0.16 -0.11 -0.22 0.43
H -3.259 -1.767 -1.986 -0.23 0.05 -0.11 0.43
H -3.037 -0.257 -2.918 -0.11 -0.07 0.16 0.30
H -5.241 0.422 0.109 0.70 -0.30 0.25 0.45
H -4.123 0.524 1.532 -0.27 -0.25 -0.24 0.37
H -4.516 -1.080 0.820 -0.09 0.40 0.06 0.40
H -4.150 2.145 -1.205 0.52 -0.41 0.14 0.49
H -2.490 2.128 -1.895 -0.29 -0.06 0.40 0.17
H -2.753 2.573 -0.185 -0.13 -0.14 -0.23 0.36
H 4.023 -1.509 -2.383 -0.34 -0.14 -0.21 0.44
H 2.405 -1.136 -3.077 0.14 -0.04 0.08 0.33
H 2.639 -2.604 -2.088 0.20 0.07 -0.13 0.37
H 4.942 -1.166 -0.195 -0.48 0.03 0.07 0.43
H 3.792 -2.156 0.774 0.30 0.19 0.04 0.40
H 4.109 -0.446 1.212 -0.04 -0.28 -0.15 0.38
H 4.195 0.962 -1.708 -0.56 -0.28 0.35 0.49
H 3.457 1.634 -0.234 -0.09 -0.17 -0.25 0.45
H 2.510 1.566 -1.750 0.28 0.02 0.11 0.11
C 0.085 0.582 -4.788 0.31 -0.23 -0.41 0.64
C -0.442 -0.625 -5.251 -0.41 -0.42 0.63 0.44
C -0.169 -1.056 -6.540 0.40 0.39 -0.75 -0.50
C 0.582 -0.249 -7.422 0.12 -0.26 0.33 -0.65
C 1.112 0.941 -6.935 -0.09 0.22 -0.42 -0.53
C 0.884 1.352 -5.624 0.12 0.23 0.42 -0.66
Se -0.114 1.108 -2.923 -0.03 -0.84 -0.42 0.16
H 0.090 -0.359 -2.589 0.17 0.41 0.05 -0.22
H -1.042 -1.259 -4.564 0.39 0.57 -0.61 -0.27
H -0.505 -2.018 -6.910 -0.20 0.07 0.19 0.38
H 0.812 -0.569 -8.457 -0.31 0.18 0.85 0.38
H 1.708 1.583 -7.589 -0.14 -0.24 0.23 0.39
H 1.360 2.256 -5.244 -0.14 -0.15 -0.19 0.39
C -0.140 -2.118 4.140 -0.03 0.51 0.67 -1.10
C -0.159 -1.813 2.734 -0.28 -0.79 -3.46 0.45
N -0.212 -1.734 1.555 0.12 -0.41 3.91 -0.08
H 0.705 -2.742 4.427 0.20 -0.04 -0.32 0.37
H -1.049 -2.636 4.450 -0.16 -0.02 -0.29 0.39
H -0.083 -1.197 4.724 0.03 0.08 -0.02 0.33
```
Positions in Å, forces in eV/Å.

***

Record 3
The following is a DFT calculation (the ωB97M-V functional and the def2-TZVPD basis) of C4H9NS in the gas phase in a non-equilibrium geometry.

Its SMILES is N[C@@H]1C[C@@H]1CS. The HOMO energy is -8.829 eV. For the energy above the lowest of the compared OMol25 structures with the same formula, charge and spin, the calculation gives 36.3 kcal per mole. The calculation puts the HOMO-LUMO gap at 9.850 eV.

Geometry as XYZ:
```
15
Properties=species:S:1:pos:R:3:forces:R:3:mulliken_charge:R:1
N 1.419 -1.218 0.161 0.24 -0.21 -0.72 -0.67
C 1.122 0.016 -0.523 -0.75 0.13 1.79 -0.01
C 0.726 1.109 0.444 0.50 0.73 -2.57 -0.88
C -0.312 0.464 -0.456 0.85 1.04 -0.78 -0.04
C -1.217 -0.440 0.312 0.21 -0.42 0.24 -0.54
S -2.907 -0.262 -0.109 -1.65 0.79 -0.29 -0.26
H 1.034 -1.958 -0.397 -0.23 -0.72 -0.17 0.20
H 2.411 -1.338 0.051 0.54 -0.23 0.42 0.24
H 1.683 0.263 -1.399 0.29 0.27 -0.35 0.35
H 0.650 0.920 1.473 0.14 -0.48 1.08 0.31
H 1.162 2.045 0.168 -0.24 0.74 0.05 0.26
H -0.677 1.039 -1.355 0.16 -0.81 1.24 0.35
H -1.101 -0.224 1.374 0.05 -0.45 -0.04 0.33
H -0.985 -1.502 0.127 -0.16 0.36 0.23 0.24
H -3.008 1.085 0.131 0.06 -0.74 -0.11 0.11
```
Positions in Å, forces in eV/Å.

***

Record 4
The following is a DFT calculation (the ωB97M-V functional and the def2-TZVPD basis) of a 4-piece molecular cluster, C15H30NO9PS4 overall in a non-equilibrium geometry.

Its SMILES is N=[PH2][C@@H]1OC(=O)O[C@@H]1S.O=S1(=O)CCCC1.O=S1(=O)CCCC1.O=S1(=O)CCCC1. The HOMO energy is -8.556 eV. The calculation puts the HOMO-LUMO gap at 8.680 eV.

Geometry as XYZ:
```
60
Properties=species:S:1:pos:R:3:forces:R:3:mulliken_charge:R:1
N 3.561 4.665 1.499 0.44 -1.52 0.12 -0.77
P 3.103 3.213 0.944 1.96 2.23 0.80 0.50
C 1.474 2.707 1.834 0.12 -0.35 0.07 0.00
O 1.007 1.298 1.613 -1.53 2.59 -3.31 -0.23
C 0.208 1.449 0.383 0.81 -4.14 -3.66 0.43
O 0.319 0.545 -0.605 -1.40 6.51 6.84 -0.46
O -0.601 2.686 0.420 3.43 -3.58 1.39 -0.15
C 0.175 3.563 1.311 -0.60 1.39 1.66 -0.21
S 0.409 5.120 0.296 0.66 0.28 0.00 -0.25
H 4.523 4.631 1.937 -1.61 -0.09 -0.60 0.23
H 2.923 3.323 -0.480 -0.49 -0.75 0.76 0.14
H 4.167 2.255 1.191 -1.42 0.34 -0.22 -0.04
H 1.787 2.779 2.972 -1.14 0.23 -2.36 0.33
H -0.294 3.945 2.313 -0.15 -1.33 -2.14 0.30
H -0.850 5.607 -0.089 0.75 -1.31 0.90 0.19
O 3.799 0.520 -0.616 0.37 0.21 0.24 -0.59
S 4.756 0.022 0.349 0.08 -0.50 -0.02 1.14
O 5.728 0.883 0.994 -0.22 0.13 -0.34 -0.75
C 3.874 -0.886 1.603 -0.33 -0.21 0.42 -0.23
C 3.807 -2.306 1.061 -0.20 -0.20 -0.12 -0.64
C 5.192 -2.594 0.483 0.13 -0.34 0.15 -0.64
C 5.598 -1.386 -0.359 0.42 -0.44 -0.35 -0.73
H 2.890 -0.442 1.764 0.14 0.13 -0.10 0.06
H 4.462 -0.844 2.524 -0.02 0.07 -0.15 0.36
H 3.537 -3.023 1.842 0.01 0.13 -0.12 0.38
H 3.054 -2.370 0.266 0.05 0.03 0.14 0.27
H 5.908 -2.730 1.302 -0.10 0.02 -0.11 0.30
H 5.199 -3.511 -0.115 0.03 0.17 0.09 0.34
H 6.677 -1.217 -0.328 -0.23 0.18 -0.07 0.35
H 5.267 -1.491 -1.396 -0.01 0.17 0.17 0.37
O -0.317 -3.235 -3.898 -0.33 -0.18 0.27 -0.69
S -1.524 -2.796 -3.230 -0.01 0.05 0.33 1.19
O -2.242 -3.638 -2.292 0.41 -0.10 -0.31 -0.69
C -1.202 -1.223 -2.458 0.22 0.35 0.15 -0.14
C -1.528 -0.201 -3.537 0.10 0.23 -0.11 -0.71
C -2.821 -0.687 -4.190 -0.26 0.27 0.01 -0.56
C -2.664 -2.183 -4.461 -0.50 0.06 -0.56 -0.67
H -0.165 -1.177 -2.122 -0.21 -0.19 -0.04 0.47
H -1.879 -1.124 -1.604 0.09 -0.07 -0.12 -0.19
H -1.637 0.804 -3.119 0.06 -0.18 -0.02 0.33
H -0.725 -0.174 -4.283 -0.05 0.00 0.14 0.33
H -3.661 -0.523 -3.504 0.14 0.00 -0.08 0.22
H -3.039 -0.140 -5.113 0.00 -0.11 0.14 0.35
H -3.617 -2.710 -4.368 0.28 -0.09 0.00 0.38
H -2.230 -2.368 -5.447 0.02 -0.08 0.21 0.35
O -4.804 2.037 1.966 0.08 -0.22 -0.45 -0.69
S -4.472 0.889 1.150 0.08 0.22 -0.38 1.18
O -4.439 0.950 -0.298 -0.10 0.29 0.50 -0.63
C -2.929 0.211 1.730 0.51 -0.18 0.21 0.10
C -3.338 -0.780 2.810 0.04 -0.06 0.28 -0.79
C -4.548 -1.527 2.250 0.05 -0.39 0.01 -0.64
C -5.495 -0.485 1.657 -0.51 -0.48 0.13 -0.65
H -2.286 1.010 2.102 -0.17 0.05 -0.16 0.21
H -2.450 -0.298 0.889 -0.08 0.11 0.04 -0.12
H -2.520 -1.463 3.059 -0.11 0.12 -0.03 0.35
H -3.623 -0.245 3.723 0.08 -0.03 -0.11 0.36
H -4.219 -2.217 1.464 -0.04 0.10 0.11 0.29
H -5.049 -2.121 3.021 0.06 0.09 -0.15 0.35
H -6.032 -0.877 0.789 0.06 0.27 0.10 0.34
H -6.207 -0.120 2.402 0.14 0.09 -0.17 0.34
```
Positions in Å, forces in eV/Å.